1.
79
Properties=species:S:1:pos:R:3:mulliken_charge:R:1 method="wB97M-V/def2-TZVPD" e_above_lowest_kcal_mol=2.25 orbital_gap_ha=0.230 charge=-1
Ba 0.1614 -0.1909 0.3243 0.87
C -2.3206 -1.3118 2.6752 -0.93
N -0.9004 -1.2958 3.0445 0.79
C -0.6497 -0.2057 4.0034 -0.67
C 0.8209 0.1967 4.0052 -0.85
N 1.0985 1.1475 2.9151 1.04
C 2.5123 1.1277 2.5379 -1.02
C 0.6464 2.4871 3.2626 -1.00
C 1.3507 3.1806 4.2457 -0.29
C 1.0002 4.4583 4.6400 -0.82
C -0.1007 5.0553 4.0325 -0.50
C -0.8094 4.3708 3.0703 -0.57
C -0.4731 3.0706 2.6471 0.68
S -1.4915 2.3113 1.4325 -0.35
C -0.4609 -2.5770 3.5826 -0.68
C -1.2194 -3.1702 4.5910 -0.22
C -0.8749 -4.3836 5.1575 -0.83
C 0.2777 -5.0210 4.7053 -0.51
C 1.0413 -4.4342 3.7232 -0.55
C 0.7140 -3.1991 3.1257 0.46
S 1.7983 -2.5704 1.8966 -0.39
H -2.9907 -1.4274 3.5379 0.36
H -2.5076 -2.1288 1.9781 0.31
H -2.5635 -0.3665 2.1884 0.33
H -0.9604 -0.5002 5.0169 0.24
H -1.2533 0.6507 3.6968 0.47
H 1.4341 -0.6925 3.8461 0.48
H 1.0986 0.6281 4.9775 0.28
H 3.1921 1.3731 3.3656 0.33
H 2.6792 1.8501 1.7362 0.33
H 2.7709 0.1231 2.1931 0.37
H 2.1992 2.6992 4.7180 0.24
H 1.5717 4.9707 5.4039 0.37
H -0.4011 6.0564 4.3203 0.35
H -1.6689 4.8381 2.6057 0.38
H -2.1110 -2.6746 4.9551 0.24
H -1.4926 -4.8172 5.9340 0.37
H 0.5756 -5.9744 5.1271 0.35
H 1.9441 -4.9161 3.3680 0.37
C -1.2362 -0.4988 -5.7304 -1.50
C -1.0028 -0.6033 -4.2497 0.62
N -1.6451 -1.3975 -3.4862 0.01
O -2.6465 -2.1172 -4.1753 -0.54
C 0.0035 0.2858 -3.6317 0.08
C 0.8440 1.1833 -4.5043 -1.98
N 0.0875 0.3240 -2.3435 0.68
O 0.9970 1.1153 -1.7942 -0.82
H -1.7269 -1.3967 -6.0963 0.46
H -0.2938 -0.3577 -6.2558 0.36
H -1.8695 0.3653 -5.9432 0.19
H -2.9834 -2.6777 -3.4705 0.37
H 0.2160 1.8384 -5.1131 0.44
H 1.4922 0.6133 -5.1764 0.34
H 1.4601 1.7955 -3.8502 0.42
N -2.8346 -0.3456 -0.5052 -0.32
C -2.9164 0.4645 -1.3156 -0.10
C -2.9540 1.4851 -2.3284 0.86
C -2.2684 2.6763 -2.0916 -0.11
C -2.2426 3.6410 -3.0804 -0.84
C -2.9012 3.4214 -4.2868 -0.45
C -3.5839 2.2347 -4.5100 -0.54
C -3.6113 1.2542 -3.5298 -0.34
H -1.7635 2.8195 -1.1432 0.24
H -1.7055 4.5658 -2.9191 0.42
H -2.8796 4.1814 -5.0579 0.38
H -4.0890 2.0685 -5.4531 0.44
H -4.1044 0.3067 -3.7021 0.40
C 4.6493 -1.6196 -3.8750 -0.97
N 3.6404 -2.0247 -2.9263 0.19
C 3.5199 -3.2740 -2.3570 -0.53
C 2.4938 -3.1792 -1.4658 -0.74
N 1.9783 -1.9090 -1.4850 0.38
C 2.6944 -1.2449 -2.3619 -0.59
H 4.6833 -2.3215 -4.7085 0.34
H 5.6333 -1.5782 -3.4048 0.31
H 4.4010 -0.6310 -4.2561 0.31
H 4.1722 -4.0837 -2.6344 0.41
H 2.1096 -3.9212 -0.7869 0.42
H 2.5458 -0.1964 -2.5815 0.50

2.
74
Properties=species:S:1:pos:R:3:mulliken_charge:R:1 method="wB97M-V/def2-TZVPD" multiplicity=2 e_above_lowest_kcal_mol=43.79 orbital_gap_ha="0.207 / 0.186" charge=+2
Ir -0.4145 0.8451 -0.7629 0.87
Cl -0.0603 5.4307 -6.4029 -0.18
C 0.1748 4.5290 -4.9523 0.09
C 1.4760 4.2113 -4.5332 -0.82
C 1.6939 3.4631 -3.3984 0.09
C 0.6203 2.9901 -2.6369 0.09
O 0.8737 2.1967 -1.5932 -1.08
C -0.6709 3.4077 -3.0003 0.71
C -1.7315 3.1919 -2.0916 -0.51
N -1.5915 2.5497 -0.9682 -0.45
C -2.5640 2.7007 0.0462 -0.41
C -3.1885 3.8719 0.3671 -0.08
C -4.1306 3.8968 1.4216 -0.90
C -4.4356 2.7577 2.1096 -0.93
C -3.7995 1.5338 1.7806 1.14
C -4.0831 0.3050 2.4114 -0.74
C -3.4649 -0.8317 1.9707 -0.79
C -2.5117 -0.7459 0.9481 -0.49
N -2.1685 0.3938 0.3741 -0.14
C -2.8378 1.5303 0.7600 0.21
C -0.8880 4.1541 -4.1798 -1.04
H 2.3135 4.5643 -5.1207 0.45
H 2.7002 3.2361 -3.0705 0.56
H -2.7006 3.6407 -2.3078 0.77
H -2.9420 4.7824 -0.1648 0.68
H -4.6098 4.8324 1.6746 0.43
H -5.1650 2.7704 2.9091 0.44
H -4.8023 0.2720 3.2205 0.48
H -3.6864 -1.7988 2.3993 0.48
H -2.0259 -1.6331 0.5835 0.87
H -1.8933 4.4491 -4.4549 0.49
C 0.3735 -5.3252 5.1043 -1.50
C 0.3879 -4.1020 4.2470 0.46
C 0.8302 -2.8744 4.7443 -0.96
C 0.8584 -1.7364 3.9735 0.26
C 1.3699 -0.4567 4.5774 -1.73
C 0.4123 -1.8197 2.6081 0.89
Se 0.4777 -0.1949 1.7198 0.28
C -0.0198 -3.0763 2.0783 1.54
C -0.4411 -3.3012 0.6586 -1.98
C -0.0292 -4.1694 2.9134 -0.74
H 0.5573 -5.0901 6.1496 0.38
H 1.1478 -6.0209 4.7703 0.34
H -0.5795 -5.8478 5.0139 0.38
H 1.1661 -2.8136 5.7723 0.39
H 1.5322 -0.5817 5.6452 0.42
H 0.6696 0.3661 4.4346 0.40
H 2.3184 -0.1654 4.1221 0.36
H -0.3904 -2.3976 0.0618 -0.32
H -1.4562 -3.7026 0.6201 0.69
H 0.2052 -4.0498 0.2017 0.55
H -0.3627 -5.1234 2.5191 0.54
C 4.2621 -0.1774 -0.5636 -1.40
C 2.9345 0.5849 -0.5159 -0.17
P 1.5977 -0.1539 -1.5216 0.90
C 1.8417 -1.9474 -1.3548 -0.52
C 0.8684 -2.7593 -2.2182 -1.58
C 2.0578 0.1550 -3.2540 -0.69
C 0.8745 0.2157 -4.2279 -1.17
H 5.0184 0.4054 -0.0397 0.43
H 4.6111 -0.3275 -1.5864 0.33
H 4.1957 -1.1468 -0.0716 0.32
H 3.0580 1.6034 -0.8783 0.37
H 2.5830 0.6655 0.5116 0.05
H 1.7561 -2.2031 -0.2983 0.24
H 2.8708 -2.1449 -1.6589 0.75
H -0.1632 -2.4274 -2.0908 0.30
H 0.9205 -3.8170 -1.9671 0.41
H 1.1176 -2.6691 -3.2752 0.37
H 2.7328 -0.6533 -3.5423 0.68
H 2.6177 1.0871 -3.2731 0.62
H 0.3282 -0.7271 -4.2530 0.31
H 1.2318 0.4225 -5.2358 0.42
H 0.1709 1.0005 -3.9583 0.10

3.
76
Properties=species:S:1:pos:R:3:mulliken_charge:R:1 method="wB97M-V/def2-TZVPD" orbital_gap_ha=0.162 charge=0
C -3.1840 -1.9560 2.5414 -1.12
C -1.7161 -2.2797 2.5212 -0.21
O -1.0569 -1.0257 2.2288 -0.15
C 0.2559 -1.1523 2.0260 0.09
C 1.0373 0.1136 1.7347 0.89
Cl 1.6363 0.0986 0.1473 -0.31
C 0.4587 1.4715 2.0775 -0.07
O 1.1389 2.4829 2.0040 -0.74
O -0.8255 1.4156 2.4485 -0.13
C -1.6496 2.6026 2.5911 -0.26
C -3.0725 2.0993 2.5327 -1.00
O 0.7818 -2.2613 2.0534 -0.65
H -3.7658 -2.8566 2.7481 0.43
H -3.4219 -1.2144 3.3118 0.20
H -3.5102 -1.5638 1.5717 0.26
H -1.3653 -2.6443 3.4972 0.25
H -1.4734 -3.0092 1.7380 0.29
H -1.4366 3.0575 3.5662 0.26
H -1.4449 3.3054 1.7722 0.30
H -3.7852 2.9146 2.6685 0.42
H -3.2797 1.6379 1.5614 0.26
H -3.2604 1.3494 3.3073 0.16
C 9.0620 4.5286 0.3733 -1.00
N 7.9356 4.1563 1.2022 0.32
C 7.2844 5.0874 1.9606 0.41
O 7.5380 6.2919 1.9796 -0.68
C 6.2168 4.3351 2.7524 0.32
C 4.8610 5.0502 2.8575 -0.45
C 4.9764 6.3802 3.5128 0.30
C 5.3100 6.6631 4.8303 -0.63
N 5.3953 8.0356 4.9832 -0.04
C 5.0985 8.6614 3.7770 -0.50
C 5.1650 10.0035 3.4228 -0.80
C 4.9518 10.3289 2.0751 -0.47
C 4.6949 9.3285 1.1208 -0.84
C 4.6365 7.9775 1.4838 -0.23
C 4.8339 7.6400 2.8211 0.73
N 6.1440 3.0619 2.0441 0.55
C 5.2013 2.1480 2.3552 0.48
C 5.0331 0.9330 1.7029 0.54
C 4.0033 0.0208 1.9339 -0.93
C 4.1663 -1.3707 1.5714 0.71
C 3.3988 -2.3703 2.2080 -0.44
C 3.4613 -3.6996 1.8145 -0.49
C 4.4146 -4.1105 0.8753 -0.43
C 5.2591 -3.1542 0.2906 -0.62
C 5.1154 -1.8028 0.6010 -0.44
C 7.2256 2.8875 1.0558 0.06
C 6.6772 2.7546 -0.3744 -1.50
C 8.1891 1.7323 1.3723 -1.62
H 9.4059 5.5220 0.6714 0.36
H 9.8799 3.8116 0.5009 0.30
H 8.7902 4.5525 -0.6905 0.33
H 6.6125 4.1796 3.7789 0.00
H 4.4312 5.1788 1.8491 0.36
H 4.1761 4.4072 3.4330 0.47
H 5.5108 5.9652 5.6374 0.43
H 5.6352 8.5100 5.8468 0.19
H 5.3740 10.7449 4.1924 0.37
H 4.9932 11.3710 1.7603 0.37
H 4.5421 9.6096 0.0781 0.37
H 4.4675 7.1793 0.7604 0.38
H 4.5520 2.4063 3.1974 0.51
H 5.7849 0.6711 0.9618 -0.53
H 3.1473 0.3232 2.5404 0.43
H 2.7537 -2.0641 3.0268 0.27
H 2.7583 -4.4139 2.2425 0.38
H 4.5011 -5.1659 0.6110 0.37
H 6.0220 -3.4684 -0.4283 0.37
H 5.7459 -1.0728 0.0862 0.36
H 6.1528 3.6760 -0.6569 0.37
H 7.5084 2.5875 -1.0696 0.48
H 5.9796 1.9215 -0.4654 0.37
H 8.7860 1.9884 2.2553 0.39
H 7.6552 0.8013 1.5668 0.36
H 8.8625 1.5804 0.5197 0.47

4.
82
Properties=species:S:1:pos:R:3:mulliken_charge:R:1 method="wB97M-V/def2-TZVPD" e_above_lowest_kcal_mol=0.00 orbital_gap_ha=0.236 charge=+1
Hf 9.7657 11.9404 11.7371 -1.40
O 11.1033 8.6534 13.5763 -0.71
C 10.7263 9.8044 13.4602 -1.29
N 11.2371 10.7492 12.6462 1.10
C 12.4595 10.3904 11.9678 -1.20
C 12.9487 11.5354 11.1268 0.76
C 14.1622 11.4642 10.4522 -1.04
C 14.5789 12.5510 9.7040 -0.42
C 13.7814 13.6771 9.6586 -1.21
C 12.5892 13.6711 10.3543 -0.25
N 12.1599 12.6123 11.0588 0.61
C 9.6364 10.3647 14.3438 1.32
C 9.4585 9.8420 15.6051 -0.34
C 8.5897 10.4796 16.4752 -1.06
C 7.9216 11.6115 16.0352 -0.99
C 8.1280 12.0507 14.7395 -0.66
N 8.9752 11.4430 13.8972 1.77
H 13.2227 10.1373 12.7025 0.73
H 12.3227 9.5088 11.3446 0.13
H 14.7502 10.5533 10.5209 0.52
H 15.5235 12.5142 9.1681 0.44
H 14.0775 14.5572 9.1024 0.49
H 11.9404 14.5358 10.3668 0.64
H 10.0373 8.9697 15.8940 0.57
H 8.4418 10.1006 17.4828 0.52
H 7.2476 12.1551 16.6831 0.51
H 7.6134 12.9224 14.3688 0.40
C 11.7406 10.2236 7.9185 -2.04
C 10.9404 11.1875 8.7547 1.16
O 10.4650 10.7880 9.8358 0.41
C 10.7623 12.5405 8.3040 1.05
C 11.4912 13.0437 7.2038 -1.00
C 11.3664 14.3467 6.8060 -0.98
C 10.4703 15.1853 7.4852 -0.59
C 9.7267 14.7210 8.5437 -0.77
C 9.8768 13.3968 9.0025 -0.22
O 9.2025 13.0039 10.0528 0.36
H 11.6741 9.2187 8.3315 0.23
H 12.7921 10.5346 7.9254 0.42
H 11.4031 10.2218 6.8816 0.49
H 12.1877 12.3991 6.6787 0.43
H 11.9469 14.7215 5.9763 0.44
H 10.3629 16.2255 7.1771 0.45
H 9.0386 15.3689 9.0757 0.53
Te 9.7672 14.5548 12.6850 0.02
C 10.3590 14.1998 14.6780 0.14
C 9.9276 14.8715 15.7900 -0.40
C 10.5712 14.4517 16.9891 -0.47
C 11.4688 13.4506 16.7689 -0.63
S 11.5588 13.0269 15.1038 -0.04
H 9.1757 15.6565 15.7549 0.43
H 10.3882 14.8884 17.9617 0.41
H 12.0881 12.9479 17.5004 0.45
C 6.4463 9.4817 13.2822 -0.88
N 7.4564 8.5043 12.9426 0.55
C 7.2380 7.1880 13.5168 -0.78
C 8.5276 6.4079 13.5024 -0.45
C 8.9966 6.3393 12.0665 -0.78
N 9.0534 7.6774 11.4896 0.35
C 9.9761 7.8011 10.3902 -0.85
C 8.3683 8.7236 11.9707 -0.04
O 8.5315 9.9023 11.4978 0.27
H 6.4186 9.6100 14.3672 0.28
H 5.4684 9.1273 12.9486 0.40
H 6.6525 10.4250 12.8007 -0.09
H 6.4612 6.6615 12.9538 0.30
H 6.8682 7.3216 14.5333 0.44
H 8.3737 5.4077 13.9034 0.42
H 9.2804 6.9151 14.1092 0.10
H 8.3354 5.7171 11.4628 0.35
H 10.0003 5.9129 12.0074 0.43
H 10.9903 7.5951 10.7343 0.41
H 9.9374 8.7933 9.9767 -0.33
H 9.7132 7.0666 9.6211 0.49
N 6.6485 11.4304 9.4626 -0.25
C 6.3340 12.5079 10.1897 0.74
N 5.5432 13.4529 9.6670 -0.40
S 6.8865 12.6542 11.7651 -0.37
H 6.4907 11.3990 8.4685 0.23
H 7.3101 10.7783 9.8647 -0.15
H 5.1559 13.3802 8.7442 0.20
H 5.2933 14.2348 10.2461 0.23

5.
79
Properties=species:S:1:pos:R:3:mulliken_charge:R:1 method="wB97M-V/def2-TZVPD" multiplicity=5 e_above_lowest_kcal_mol=4.98 orbital_gap_ha="0.262 / 0.284" charge=+1
Mn 0.2812 0.6545 0.4341 0.14
C 3.3090 3.5680 0.2448 -1.68
C 1.9116 3.0247 0.3492 0.83
O 1.8284 1.7321 0.3431 -0.34
C 0.8375 3.8783 0.4271 -1.42
C -0.5194 3.4774 0.5202 1.40
C -1.5825 4.5314 0.5700 -1.40
N -0.8697 2.2171 0.5578 1.32
N -2.2327 1.9240 0.6173 -0.95
C -2.4134 0.6507 0.6001 0.56
O -1.4101 -0.2097 0.4971 -1.06
C -3.7740 0.0826 0.7107 0.52
C -4.8527 0.8927 1.0582 -0.34
C -6.1183 0.3462 1.1738 -0.69
C -6.3185 -1.0091 0.9432 -0.41
C -5.2477 -1.8184 0.5933 -0.93
C -3.9766 -1.2752 0.4778 -0.23
H 4.0313 2.7654 0.3698 0.30
H 3.4825 4.3331 1.0004 0.44
H 3.4545 4.0272 -0.7345 0.31
H 1.0395 4.9387 0.4270 0.38
H -1.1382 5.5225 0.5619 0.43
H -2.1923 4.4038 1.4636 0.32
H -2.2516 4.4200 -0.2837 0.31
H -4.6827 1.9447 1.2404 0.48
H -6.9533 0.9773 1.4485 0.41
H -7.3104 -1.4319 1.0358 0.40
H -5.4029 -2.8729 0.4059 0.41
H -3.1362 -1.8945 0.1904 0.46
O 1.2797 -1.0592 0.1437 0.18
S 1.5395 -2.4857 -0.2556 -0.11
C 3.0526 -2.3315 -1.2543 -1.10
C 2.9496 -1.1058 -2.1554 -0.32
C 1.7990 -1.1751 -3.1578 -0.51
C 1.5696 0.1274 -3.9154 -1.09
S 1.1500 1.4425 -2.7246 0.37
O 0.1670 0.7690 -1.7978 -0.25
C 0.1756 2.4765 -3.7963 0.39
C 0.8275 3.3062 -4.6980 -0.44
C 0.0685 4.1152 -5.5286 -0.68
C -1.3173 4.1000 -5.4342 -0.45
C -1.9496 3.2803 -4.5109 -0.79
C -1.2037 2.4564 -3.6788 -0.27
C 2.2105 -3.2726 1.1891 0.82
C 2.9184 -2.5209 2.1190 -0.18
C 3.4130 -3.1534 3.2469 -0.76
C 3.2070 -4.5177 3.4286 -0.61
C 2.4917 -5.2535 2.4948 -0.63
C 1.9743 -4.6262 1.3686 -0.55
H 3.1319 -3.2657 -1.8161 0.47
H 3.8974 -2.2562 -0.5709 0.51
H 3.8999 -0.9925 -2.6829 0.61
H 2.8455 -0.2317 -1.5079 -0.06
H 0.8629 -1.4189 -2.6507 0.15
H 1.9839 -1.9697 -3.8847 0.57
H 0.7359 0.0403 -4.6111 0.52
H 2.4567 0.4662 -4.4553 0.49
H 1.9103 3.3288 -4.7475 0.42
H 0.5574 4.7661 -6.2409 0.40
H -1.9054 4.7390 -6.0793 0.41
H -3.0291 3.2823 -4.4352 0.43
H -1.6719 1.8160 -2.9428 0.43
H 3.0456 -1.4533 1.9770 0.40
H 3.9649 -2.5843 3.9832 0.47
H 3.6059 -5.0081 4.3071 0.42
H 2.3297 -6.3126 2.6438 0.41
H 1.3984 -5.1830 0.6387 0.49
S 0.7377 0.3654 3.0627 -0.52
C 0.1179 -1.1615 3.4194 0.04
N -0.6688 -1.9132 2.6387 0.57
C -1.1390 -3.1060 3.3360 -0.72
C -0.1676 -3.1859 4.5251 -0.19
N 0.3532 -1.8231 4.5638 -0.08
H -1.1352 -1.4988 1.8365 -0.05
H -1.0807 -3.9853 2.6965 0.37
H -2.1724 -2.9791 3.6667 0.36
H 0.6382 -3.9015 4.3413 0.03
H -0.6713 -3.4438 5.4540 0.37
H 1.0534 -1.5025 5.2088 0.27

6.
82
Properties=species:S:1:pos:R:3:mulliken_charge:R:1 method="wB97M-V/def2-TZVPD" multiplicity=5 e_above_lowest_kcal_mol=0.00 orbital_gap_ha="0.278 / 0.199" charge=+1
Pd 0.0319 -0.1204 0.1841 0.97
O -0.3202 5.9253 0.5836 -0.57
C 0.7553 5.6364 -0.1410 0.32
O 1.7383 6.3345 -0.1287 -0.62
C 0.7044 4.4037 -0.9732 0.64
C 1.5602 4.1867 -2.0295 -0.87
N 1.2788 2.9622 -2.5035 -0.17
N 0.3166 2.3387 -1.8158 -0.15
C -0.0468 3.2034 -0.8831 -0.31
C -1.0846 2.8384 0.1308 0.81
O -1.7592 3.7437 0.6422 -0.82
O -1.1706 1.6194 0.4810 -0.30
H -1.0197 5.2237 0.4707 0.45
H 2.3154 4.8252 -2.4552 0.55
H 1.6856 2.5043 -3.3010 0.15
C -1.1701 -0.8821 -2.4259 -0.82
Si -2.6463 -1.3421 -1.3610 0.33
C -3.4440 -2.8659 -2.1153 -1.30
C -3.8726 0.0614 -1.3472 -0.82
C -2.1541 -1.9337 0.3710 0.75
C -1.0221 -2.8631 0.3951 -0.46
C -1.1526 -4.2324 0.6366 -0.53
C -0.0277 -5.0348 0.6344 -0.54
C 1.2203 -4.4686 0.4167 -0.93
C 1.2905 -3.1063 0.2084 -0.42
N 0.2076 -2.3298 0.1869 0.77
Si -3.2751 -1.8863 1.8944 0.44
C -2.2592 -2.3628 3.4007 -1.14
C -4.0018 -0.1745 2.1230 -0.92
C -4.6520 -3.1409 1.6574 -1.26
H -1.5810 -0.7305 -3.4302 0.56
H -0.4257 -1.6765 -2.4906 0.26
H -0.6740 0.0610 -2.1694 0.14
H -3.6795 -2.6809 -3.1664 0.38
H -4.3758 -3.1200 -1.6082 0.31
H -2.7851 -3.7356 -2.0695 0.35
H -4.4185 0.0501 -2.2939 0.49
H -3.3858 1.0326 -1.2490 0.08
H -4.6054 -0.0292 -0.5463 0.30
H -2.1343 -4.6508 0.8115 0.41
H -0.1220 -6.0981 0.8121 0.48
H 2.1201 -5.0660 0.4174 0.46
H 2.2369 -2.6036 0.0523 0.31
H -1.9447 -1.4786 3.9566 0.30
H -1.3569 -2.9204 3.1420 0.35
H -2.8501 -2.9895 4.0723 0.41
H -3.4017 0.6001 1.6425 0.00
H -4.0491 0.0485 3.1920 0.42
H -5.0204 -0.1089 1.7371 0.35
H -4.3082 -4.1665 1.8041 0.35
H -5.1166 -3.0720 0.6728 0.30
H -5.4310 -2.9508 2.4005 0.42
C 10.6228 3.4914 0.9667 -1.16
C 9.2789 2.8577 1.1701 0.83
O 8.5294 3.0718 2.0702 -0.47
S 8.9415 1.6575 -0.1762 -0.23
C 7.2363 1.3216 -0.1262 0.80
C 6.4110 1.4395 1.0086 -0.80
C 5.0825 1.1253 0.9104 -0.28
C 4.5311 0.6675 -0.3178 0.50
C 5.3823 0.5248 -1.4472 -0.77
C 6.7030 0.8472 -1.3495 -0.82
C 3.1853 0.3646 -0.3774 0.32
C 1.9623 0.1485 -0.3524 -0.99
H 10.8182 4.1767 1.7867 0.32
H 10.6491 4.0161 0.0122 0.36
H 11.3912 2.7160 0.9400 0.35
H 6.8292 1.7683 1.9450 0.56
H 4.4190 1.2057 1.7631 0.63
H 4.9636 0.1673 -2.3780 0.50
H 7.3543 0.7564 -2.2089 0.41
S 0.6823 -0.0773 2.5835 -0.39
C 1.0144 1.6066 2.7154 0.10
N -0.0328 2.4609 2.8808 0.16
C 0.1082 3.7904 2.9904 -0.01
C 1.3687 4.3212 2.9580 -0.78
C 2.4130 3.4150 2.7919 -0.01
N 2.2519 2.1022 2.6786 -0.26
H -0.9617 2.0597 2.7866 0.19
H -0.7998 4.3687 3.0706 0.41
H 1.5302 5.3863 3.0138 0.45
H 3.4352 3.7739 2.7372 0.47

Which of these has the lowest charge?
C31H36BaN7O2S2

The highest charge belongs to which entry?
C31H36ClIrN2OPSe